Computed, not measured: a molecular structure, C17H30AsN2O5PPt, with ωB97M-V/def2-TZVPD.

Element x y z (Å)
Pt -0.10257 0.71940 -0.05013
C 0.28696 2.32381 3.35070
O 1.22679 1.34072 2.87924
P 1.59510 1.30529 1.32943
O 2.20956 2.74502 1.11121
C 2.59331 3.19699 -0.19960
O 2.87656 0.38208 1.30724
C 2.77009 -1.04893 1.42769
H -0.03697 2.00299 4.33615
H -0.57255 2.39389 2.67766
H 0.77239 3.29470 3.41559
H 2.70126 4.27459 -0.13633
H 1.82429 2.94533 -0.93268
H 3.54086 2.74124 -0.48021
H 3.75753 -1.44645 1.21620
H 2.05258 -1.43841 0.70455
H 2.48703 -1.31129 2.44693
C 0.94880 -0.37489 -3.58795
As 0.16265 -1.69494 -2.45358
C 1.08508 -3.34872 -2.72794
C -1.66615 -1.97779 -2.93956
O 0.37869 -1.30988 -0.82038
H 0.85653 -0.68531 -4.62814
H 2.00027 -0.27988 -3.32237
H 0.42240 0.56315 -3.43021
H 1.00114 -3.65773 -3.76880
H 0.64334 -4.10655 -2.08403
H 2.13230 -3.21429 -2.46563
H -1.70187 -2.32974 -3.97017
H -2.19769 -1.03598 -2.83217
H -2.08843 -2.73320 -2.27936
N -0.97203 -0.62928 1.58392
C -2.40041 -0.70214 1.47615
C -2.98738 -1.75587 0.79158
C -4.36818 -1.80146 0.65891
C -5.15721 -0.80079 1.20722
C -4.56072 0.25241 1.88874
C -3.18305 0.30727 2.02056
H -0.52923 -1.49808 1.29765
H -0.65932 -0.37357 2.51403
H -2.36586 -2.54300 0.38053
H -4.82860 -2.62781 0.13345
H -6.23316 -0.84215 1.10648
H -5.17059 1.03732 2.31518
H -2.71316 1.13251 2.54216
O -1.26468 0.88768 -1.68523
N -2.20171 1.89661 -1.33560
C -1.94426 3.12487 -1.95476
C -2.95889 3.90727 -2.40913
C -4.29554 3.47911 -2.32712
C -4.53820 2.20115 -1.78666
C -3.51956 1.42683 -1.33283
H -0.89973 3.39704 -1.99726
H -2.71357 4.87066 -2.83566
H -5.10238 4.09337 -2.69513
H -5.54576 1.81211 -1.72078
H -3.64819 0.44387 -0.90453

The value obtained for the frontier orbital gap (spin up / spin down) is 6.2103 / 7.1439 eV. As for the charge: +1. The calculation puts the total energy at -3847.63039 hartree. The spin multiplicity is 4. The relative energy (zero: lowest compared OMol25 entry of this formula, charge and spin) comes out at 0.0 kcal per mole. The expectation value of S² is 3.79.